*A*
The following is a quantum chemistry calculation of a cluster of 2 separate species, C5H14S in total, from the Open Molecules 2025 dataset.

Last column: Löwdin charge in e.
Element x y z (Å)
H 3.174 -1.684 2.204  0.07
H 3.427 -1.324 -0.272  0.07
C 2.386 -0.982 -0.322  -0.14
H -2.683 -0.864 -0.529  0.03
C 2.246 -1.120 2.089  -0.15
H 1.488 -2.640 0.744  0.10
H -2.335 3.129 -2.137  0.04
H 2.363 0.122 -0.306  0.08
C 1.601 -1.569 0.820  -0.34
H -3.507 2.723 -0.726  0.02
H 2.116 -1.344 -1.321  0.07
C -2.503 2.785 -1.107  -0.37
H -1.860 3.553 -0.663  0.01
H 0.568 -1.150 0.833  0.10
S -1.503 1.263 -0.511  0.68
H 2.416 -0.055 2.176  0.07
H 1.634 -1.342 2.994  0.08
C -2.732 0.057 -1.105  -0.44
H -2.674 -0.102 -2.161  0.02
H -3.622 0.543 -0.700  0.01

Results
HOMO ... -0.3175 hartree
Gap between HOMO and LUMO ... 9.7 eV
SMILES string ... CCC.CSC
Molecular weight ... 106.23 Da

*B*
The following is a quantum chemistry calculation of a cluster of 2 separate species, C5H14S in total, from the Open Molecules 2025 dataset.

Last column: Löwdin charge in e.
Element x y z (Å)
H 0.686 0.934 3.325  0.07
H 2.358 1.636 1.250  0.07
C -0.200 -2.041 -2.110  -0.42
H -0.010 -0.718 3.044  0.07
C 0.507 0.474 1.283  -0.32
H -1.036 0.558 -1.903  0.02
H 0.930 2.666 1.286  0.06
H 1.390 1.819 -0.158  0.05
H -0.537 0.681 1.060  0.09
H -2.492 0.404 -2.898  0.02
H -2.602 0.546 -1.118  0.02
C -2.037 0.132 -1.949  -0.43
C 0.720 0.022 2.724  -0.12
H 0.461 -1.257 -1.772  0.02
C 1.320 1.728 0.918  -0.13
H -0.075 -2.318 -3.152  0.03
H 1.695 -0.438 2.868  0.07
H 0.863 -0.257 0.564  0.08
H -0.004 -2.906 -1.513  0.01
S -1.937 -1.667 -1.750  0.72

Results
HOMO ... -0.3110 hartree
Gap between HOMO and LUMO ... 9.4 eV
SMILES string ... CCC.CSC
Molecular weight ... 106.23 Da

*C*
The following is a quantum chemistry calculation of a cluster of 2 separate species, C5H14S in total, from the Open Molecules 2025 dataset.

Last column: Löwdin charge in e.
Element x y z (Å)
H 0.768 0.043 -0.935  0.08
H 0.290 -0.705 -2.473  0.09
C 2.350 -1.028 -1.882  -0.12
H 2.657 -1.981 -1.454  0.06
H 0.406 0.452 2.514  0.03
H 0.781 -2.183 0.167  0.07
H -2.859 1.862 1.676  0.03
C 0.280 -1.999 -0.783  -0.14
H 2.570 -1.042 -2.948  0.06
H 3.025 -0.251 -1.523  0.06
H -0.909 1.061 3.464  0.03
C -0.577 0.931 2.432  -0.49
C -2.323 2.417 0.918  -0.40
H -2.687 3.438 0.991  0.02
H 0.218 -2.921 -1.368  0.07
S -0.560 2.387 1.409  0.72
H -1.156 0.103 2.009  0.03
H -0.755 -1.891 -0.527  0.05
C 0.858 -0.843 -1.568  -0.31
H -2.378 2.150 -0.121  0.02

Results
HOMO ... -0.3131 hartree
Gap between HOMO and LUMO ... 9.5 eV
SMILES string ... CCC.CSC
Molecular weight ... 106.23 Da

Which structure is the most stable? The one labeled *B*.

*A*
The following is a quantum chemistry calculation of a cluster of 2 separate species, C11H15NS in total, from the Open Molecules 2025 dataset.

Last column: Löwdin charge in e.
Element x y z (Å)
H -1.768 -0.383 -0.561  0.05
H 3.615 -3.750 1.331  0.12
C 2.991 -2.902 1.007  -0.05
H 4.829 -0.339 1.635  0.07
C 1.460 0.237 -0.191  -0.04
H -1.640 3.049 -0.567  0.05
H -1.109 -2.688 -0.306  0.08
C 3.205 -1.603 0.764  -0.25
H 4.292 -0.042 0.054  0.07
C 0.150 0.477 -0.442  -0.09
H -3.948 1.853 1.077  0.06
C -2.939 2.139 0.886  -0.18
C -2.684 3.173 -0.193  -0.56
H 2.149 1.056 -0.306  0.10
N 1.595 -3.273 0.821  0.05
H -2.652 4.264 0.032  0.06
H -3.929 1.716 -1.835  -0.17
H 5.271 -1.547 0.465  0.09
H 1.415 -4.134 0.352  0.12
C -0.801 -0.612 -0.332  -0.07
C -0.397 -1.963 -0.075  0.01
C 1.915 -0.998 0.398  -0.08
H -2.356 1.235 0.611  0.04
S -3.910 3.055 -1.655  0.62
H -0.390 1.334 -0.683  0.05
C 0.950 -2.098 0.354  -0.19
H -2.370 2.372 1.809  0.09
C 4.481 -0.844 0.761  -0.04

Results
HOMO ... -0.2995 hartree
Gap between HOMO and LUMO ... 9.0 eV
SMILES string ... Cc1c[nH]c2ccccc12.CCS
Molecular weight ... 193.32 Da

*B*
The following is a quantum chemistry calculation of the molecule C11H15NS, from the Open Molecules 2025 dataset.

Last column: Löwdin charge in e.
Element x y z (Å)
H 1.492 2.119 1.344  0.06
H 2.562 1.173 -0.900  0.13
C 2.206 1.339 1.282  -0.06
H -1.961 2.099 -0.416  0.11
C -2.091 1.132 0.026  -0.23
C -1.533 0.267 -1.075  -0.30
H -1.278 -2.810 0.425  0.04
H -2.033 0.624 -2.056  0.17
N 0.958 2.394 -2.618  0.17
C -1.056 -1.858 0.044  -0.37
S 0.439 -1.356 0.825  1.04
H -1.544 1.116 0.933  0.10
C -1.820 -1.171 -0.849  -0.12
H 3.288 1.610 1.359  0.09
H 3.335 -1.409 -0.586  0.07
C 2.299 0.471 -0.031  -0.37
H 4.300 -0.156 0.195  0.07
H 3.230 -1.134 1.143  0.04
H -4.376 1.499 0.050  0.05
C -3.564 0.879 0.364  -0.08
H -3.770 -0.206 0.026  0.08
C 0.551 1.496 -1.985  -0.20
C 0.016 0.522 -1.140  -0.22
H -2.773 -1.651 -1.088  0.11
H -3.817 0.919 1.492  0.10
C 0.842 -0.105 -0.316  -0.45
H 1.847 0.607 2.032  0.06
C 3.362 -0.687 0.192  -0.08

Results
HOMO ... -0.3130 hartree
Gap between HOMO and LUMO ... 9.0 eV
SMILES string ... CC[C@@H]1C=CSC(C(C)C)=C1C#N
Molecular weight ... 193.32 Da

Which structure is the most stable? The one labeled *A*.

*A*
The following is a quantum chemistry calculation of a structure of composition C2H6N3O, from the Open Molecules 2025 dataset.

Last column: Löwdin charge in e.
Element x y z (Å)
H -0.518 -2.421 0.603  0.15
O 1.097 -0.420 2.100  0.18
N -1.081 -0.045 -1.451  0.18
H -1.272 0.966 -1.404  0.14
N -0.160 -1.554 0.212  0.22
H 1.003 -1.165 1.610  0.03
H 0.743 1.745 -0.208  0.11
H -1.910 -0.481 -1.807  0.13
H 1.394 1.630 1.946  0.17
C 1.030 0.707 1.485  -0.21
C -0.360 -0.617 -0.501  -0.25
N 0.623 0.910 0.299  0.16

Results
HOMO ... -0.5632 hartree
Gap between HOMO and LUMO ... 11.4 eV
Molecular weight ... 88.09 Da
Total charge ... +1

*B*
The following is a quantum chemistry calculation of a cluster of 2 separate species, C2H6N3O in total, from the Open Molecules 2025 dataset.

Last column: Löwdin charge in e.
Element x y z (Å)
N 1.388 0.021 -0.661  0.21
H 2.010 -0.647 -0.374  0.14
H -1.113 0.275 -2.018  0.12
H -1.894 -0.805 -0.865  0.10
H -1.605 -0.996 1.939  0.13
O 0.441 1.394 1.339  0.13
H 1.332 0.903 -0.127  0.13
C -0.266 0.535 1.682  -0.44
C -0.943 -0.380 -1.139  0.05
N -1.021 -0.196 2.255  0.23
N 0.073 -0.611 -0.453  -0.01
H 1.596 0.508 -1.579  0.21

Results
HOMO ... -0.5569 hartree
Gap between HOMO and LUMO ... 10.8 eV
Molecular weight ... 88.09 Da
Total charge ... +1

Which structure is the most stable? The one labeled *A*.